95
Properties=species:S:1:pos:R:3 method="wB97M-V/def2-TZVPD" charge=+2 de_lowest_ev=1.656 homo_lumo_gap_ha=0.301 spin_multiplicity=1
Bi -0.77 0.16 0.11
Cl -2.43 2.52 1.56
C -3.56 1.38 0.96
C -3.09 0.23 0.32
C -4.04 -0.70 -0.08
Cl -3.55 -2.20 -0.77
C -5.42 -0.46 0.06
Cl -6.56 -1.60 -0.52
C -5.86 0.71 0.67
Cl -7.54 1.02 0.84
C -4.92 1.63 1.15
Cl -5.44 3.04 1.98
O 2.44 2.68 -0.83
C 2.54 1.58 -1.29
N 1.49 0.66 -1.39
C 1.93 -0.44 -1.94
O 1.13 -1.39 -2.21
C 3.35 -0.35 -2.31
C 4.22 -1.17 -3.00
C 5.50 -0.69 -3.26
C 5.90 0.56 -2.81
C 5.02 1.40 -2.11
C 3.74 0.93 -1.89
H 3.91 -2.15 -3.34
H 6.19 -1.29 -3.83
H 6.90 0.90 -3.02
H 5.32 2.38 -1.78
C -2.90 -1.55 -4.72
N -2.91 -0.07 -4.37
C -1.95 0.63 -5.29
N -0.66 0.07 -5.15
C -0.67 -1.35 -5.48
N -1.59 -2.08 -4.64
C -1.11 -2.28 -3.30
P -0.72 -0.64 -2.49
C -2.49 0.11 -2.96
C 0.02 0.36 -3.92
H -3.28 -1.65 -5.75
H -3.57 -2.07 -4.03
H -3.86 0.30 -4.50
H -1.94 1.69 -5.03
H -2.30 0.51 -6.31
H 0.34 -1.75 -5.36
H -0.97 -1.47 -6.53
H -0.20 -2.88 -3.33
H -1.86 -2.80 -2.71
H -2.48 1.18 -2.74
H -3.25 -0.34 -2.33
H 1.08 0.12 -4.05
H -0.06 1.42 -3.68
C -1.03 -2.34 5.27
N -0.77 -1.20 4.37
C 0.64 -1.16 3.96
C -1.70 -1.11 3.19
C -1.48 -2.21 2.17
C -1.88 -3.51 2.49
C -1.59 -4.57 1.64
C -0.91 -4.33 0.46
C -0.59 -3.03 0.10
C -0.89 -1.96 0.93
H -0.44 -2.23 6.18
H -0.72 -3.27 4.78
H -2.08 -2.40 5.53
H -0.95 -0.35 4.91
H 0.86 -1.99 3.29
H 1.29 -1.24 4.84
H 0.84 -0.21 3.46
H -1.51 -0.14 2.73
H -2.72 -1.14 3.56
H -2.45 -3.70 3.38
H -1.91 -5.56 1.90
H -0.66 -5.15 -0.19
H -0.10 -2.85 -0.84
C 3.83 0.00 2.65
C 4.19 1.31 1.97
C 3.26 2.45 2.38
S 1.57 2.23 1.66
O 0.72 1.52 2.69
C 1.06 4.00 1.74
C 0.53 4.45 3.09
C 1.59 4.81 4.13
H 4.54 -0.77 2.36
H 2.83 -0.32 2.34
H 3.84 0.10 3.73
H 4.15 1.19 0.89
H 5.21 1.60 2.23
H 3.62 3.38 1.96
H 3.17 2.51 3.46
H 0.29 4.09 0.98
H 1.92 4.58 1.42
H -0.11 3.65 3.48
H -0.10 5.32 2.93
H 2.12 3.93 4.50
H 1.13 5.29 4.98
H 2.32 5.50 3.71

***

36
Properties=species:S:1:pos:R:3 method="wB97M-V/def2-TZVPD" charge=-1 de_lowest_ev=0.998 homo_lumo_gap_ha=0.225 spin_multiplicity=1
C -0.53 -0.98 0.38
N -0.54 0.27 1.25
C -1.89 0.76 1.53
C -2.47 1.57 0.36
S -1.86 3.29 0.40
C 0.75 -1.07 -0.46
N 1.92 -1.57 0.26
C 0.35 -1.86 -1.70
H -0.38 -1.73 1.17
H -1.54 -1.00 -0.02
H -0.03 0.92 0.67
H -2.53 -0.08 1.82
H -1.77 1.40 2.39
H -3.56 1.50 0.39
H -2.23 1.09 -0.61
H 0.86 -0.03 -0.81
H 2.48 -1.98 -0.45
H 2.34 -0.86 0.84
H 1.11 -1.95 -2.48
H -0.50 -1.37 -2.14
H 0.04 -2.88 -1.48
H 0.65 -2.58 2.76
H 1.54 -3.05 1.65
O 1.05 -3.38 2.42
H 1.23 3.87 -1.12
H 0.01 3.21 -1.60
O 0.95 3.28 -1.79
H -0.09 0.03 3.32
H -0.63 -1.23 3.85
O -0.33 -0.39 4.16
H 2.79 1.32 -0.59
H 2.20 2.02 -1.77
O 3.07 1.73 -1.41
H -0.75 0.00 -4.25
H -1.26 1.04 -3.25
O -0.46 0.70 -3.66

***

16
Properties=species:S:1:pos:R:3 method="wB97M-V/def2-TZVPD" charge=+1 de_lowest_ev=2.244 homo_lumo_gap_ha=0.313 spin_multiplicity=1
C 1.46 -2.33 -1.06
C 0.56 -1.30 -0.42
C 0.89 0.02 -0.17
N -0.05 0.97 -0.05
C 0.20 2.12 0.50
H 1.77 -3.13 -0.37
H 2.37 -1.73 -1.38
H 1.05 -2.61 -1.94
H -0.48 -1.62 -0.24
H 1.96 0.48 -0.18
H -0.99 0.59 0.12
H 1.25 2.51 0.44
H -0.63 2.64 0.95
H -3.04 1.51 1.91
H -3.61 0.90 0.79
O -2.70 0.99 1.10

***

14
Properties=species:S:1:pos:R:3 method="wB97M-V/def2-TZVPD" charge=+1 de_lowest_ev=3.526 homo_lumo_gap_ha="0.300 / 0.300" spin_multiplicity=1
C -0.98 1.01 0.86
N 0.29 0.71 0.44
N -0.88 1.55 2.01
N -2.09 0.72 0.10
N 1.63 -2.09 -1.18
N 0.55 0.44 -0.73
H 1.10 0.84 1.27
H 2.13 -2.33 -0.23
H -1.70 2.06 2.25
H -2.99 0.85 0.48
H -2.06 0.73 -0.98
H 2.32 -1.70 -1.83
H 1.20 -2.91 -1.57
H 1.48 0.11 -0.92